{"formula": "C6H10N", "method": "ωB97M-V/def2-TZVPD", "charge": 1, "energy_ha": -288.92793, "smiles": "CC1=C[C@H]1[NH+]1CC1", "e_above_lowest_kcal_mol": 97.3, "largest_force_ev_per_a": 4.39, "lumo_energy_ev": -2.758, "symbols": ["H", "C", "H", "H", "C", "H", "H", "H", "C", "H", "C", "C", "H", "N", "C", "H", "H"], "xyz": [[-0.457635, -3.187474, -0.194266], [0.444243, -2.581143, -0.263462], [-1.550580, 0.109326, 0.810990], [1.269661, 1.944091, -1.293235], [-0.527109, 0.004134, 0.779849], [0.596158, -0.796295, 2.699599], [0.068037, 0.704333, -1.878849], [-1.745481, 1.564539, -0.777435], [0.209817, -0.839678, 1.755723], [0.458999, 1.739096, 1.004698], [-0.843424, 2.163776, -0.563206], [0.350594, 1.460467, -1.152694], [-0.745709, 3.299496, -0.460023], [0.048052, 1.299798, 0.257153], [0.488844, -1.586375, 0.779166], [0.604924, -2.152494, -1.249857], [1.330610, -3.145598, -0.254152]], "forces_ev_per_a": [[0.129, 0.032, -0.106], [0.407, 0.292, -0.700], [-2.146, -0.445, 0.086], [0.906, 0.886, -0.558], [2.993, -1.825, 0.053], [0.386, 0.375, 2.738], [0.465, -0.551, 0.737], [0.130, 1.287, 0.159], [0.250, 1.778, -0.165], [2.226, 1.751, 1.432], [0.908, 0.461, -0.751], [-0.855, 0.606, -0.282], [-0.673, -2.018, 0.303], [-2.487, -3.097, -0.617], [-2.932, 1.563, -2.870], [-0.763, 0.405, -0.126], [1.055, -1.499, 0.665]]}

=====

{"formula": "C10H18BrClNO2S2", "method": "ωB97M-V/def2-TZVPD", "charge": 1, "energy_ha": -4427.35225, "largest_force_ev_per_a": 4.98, "lumo_energy_ev": -4.261, "symbols": ["H", "C", "H", "C", "H", "H", "H", "O", "C", "H", "H", "H", "O", "H", "C", "C", "C", "H", "C", "H", "C", "H", "Cl", "H", "Br", "H", "S", "C", "H", "S", "H", "C", "H", "N", "H"], "xyz": [[-0.331398, 2.365106, -1.975128], [1.111490, 2.696544, -0.403916], [-4.120674, -2.626622, 0.393323], [-0.138145, -0.801095, -0.606626], [0.754208, 3.748117, -0.441223], [-2.137577, -1.402077, -1.303006], [-0.880028, 1.817573, -0.325958], [3.963860, 2.748681, 1.688699], [1.259482, -2.614310, -1.381148], [1.319806, 3.304412, 1.679293], [-0.440990, -2.256877, -2.317058], [0.151919, 0.215856, -2.506391], [3.479009, 0.899782, 0.139260], [1.694350, -3.458530, -1.943229], [0.720465, -1.171646, 0.659664], [-3.818474, -1.600401, 0.677267], [0.490931, 0.390546, -1.453076], [-1.766704, -2.447310, 1.018084], [1.351952, 2.345578, 1.113255], [0.964655, -0.340980, 1.353753], [-0.037565, 1.819799, -1.048626], [0.304641, -1.944981, 1.340749], [3.021129, 0.372363, 3.000164], [1.601412, 0.340576, -1.470438], [-1.980743, -0.283981, 2.442949], [-4.109129, -0.839770, -0.088769], [2.257932, -1.986350, -0.008757], [-1.703011, -0.805378, -0.460612], [-4.323118, -1.271453, 1.611415], [3.028984, 1.648886, 1.340084], [0.532907, 1.713133, 1.518530], [-2.240492, -1.455942, 0.853018], [-2.168652, 0.200696, -0.545061], [0.145057, -1.964680, -1.536159], [2.042513, 2.644732, -1.014327]], "forces_ev_per_a": [[-0.067, -0.504, 0.723], [-0.687, -0.137, -0.138], [0.172, 0.658, 0.069], [0.476, -0.045, -0.817], [0.382, -0.598, 0.131], [0.330, 0.458, 0.630], [0.365, -0.171, -0.616], [-2.696, -2.276, -0.223], [1.664, 1.274, 2.470], [0.485, -0.896, -0.060], [-0.240, 0.494, 0.281], [0.247, 0.068, 0.805], [-1.885, 0.526, 2.446], [-0.767, 0.659, -0.157], [0.013, -0.177, 0.121], [0.726, 0.874, 0.294], [-1.525, 0.373, 0.002], [-0.286, 0.805, 0.287], [-0.582, 0.656, -0.284], [-0.038, -0.384, -0.956], [1.669, 0.480, 0.065], [-0.155, 0.481, -0.735], [-0.432, 0.445, -0.835], [-0.739, -0.015, 0.277], [0.440, -0.425, -0.708], [-0.057, -0.846, 0.435], [-1.853, -0.664, -1.501], [0.022, 0.025, 0.736], [0.257, -0.634, -0.645], [4.257, 2.039, -1.578], [0.785, 0.085, -0.187], [-1.432, -0.129, -0.886], [0.613, -0.569, 0.053], [1.207, -1.914, -0.038], [-0.665, -0.015, 0.541]]}

=====

{"formula": "C5H9N", "method": "ωB97M-V/def2-TZVPD", "energy_ha": -250.60044, "smiles": "[H]/N=C1/C[C@@H]1CC", "e_above_lowest_kcal_mol": 41.7, "largest_force_ev_per_a": 0.90, "lumo_energy_ev": 1.044, "symbols": ["H", "H", "N", "C", "H", "H", "H", "H", "C", "H", "C", "C", "H", "H", "C"], "xyz": [[1.308825, -1.786280, 1.095566], [-0.402532, 1.011736, 1.094718], [2.113505, -1.182706, 0.916955], [-1.945768, -0.355287, 0.455466], [0.087783, -0.694927, -1.435277], [-1.156360, 1.439878, -0.437773], [-2.351056, -0.793332, -0.463951], [1.697095, 1.761133, -0.366169], [1.606737, -0.382121, 0.087106], [-1.648340, -1.177064, 1.117555], [1.676990, 0.765659, -0.802961], [0.366618, -0.040905, -0.608313], [-2.764034, 0.184177, 0.945703], [2.195413, 0.655258, -1.751200], [-0.784870, 0.594788, 0.152578]], "forces_ev_per_a": [[0.375, -0.548, 0.600], [-0.037, -0.028, -0.179], [-0.287, 0.259, -0.324], [-0.019, -0.040, -0.010], [0.009, 0.176, 0.032], [-0.036, -0.038, 0.076], [0.099, 0.049, 0.114], [0.074, -0.087, -0.062], [-0.261, -0.111, -0.035], [0.018, 0.131, -0.124], [0.163, 0.148, -0.052], [-0.231, -0.032, -0.090], [0.154, -0.089, -0.055], [-0.015, 0.074, 0.126], [-0.005, 0.138, -0.018]]}

=====

{"formula": "C16H22N2P2PdSTe4", "method": "ωB97M-V/def2-TZVPD", "energy_ha": -3013.28708, "largest_force_ev_per_a": 2.38, "lumo_energy_ev": -0.988, "symbols": ["H", "H", "C", "H", "H", "C", "C", "H", "C", "Pd", "C", "C", "C", "H", "H", "C", "H", "C", "P", "S", "Te", "C", "Te", "H", "H", "Te", "C", "P", "H", "H", "H", "H", "N", "H", "H", "H", "C", "C", "C", "Te", "C", "C", "H", "H", "N", "H", "H", "H"], "xyz": [[-3.419298, -3.602489, -0.401561], [-1.118071, 3.670336, 0.333265], [-1.882830, 3.075388, 0.830468], [-1.595003, 2.940988, 1.872587], [0.478958, 2.416282, -1.806539], [-4.691464, -1.361469, 1.299021], [-3.530172, -0.749453, 0.823638], [-1.300407, -2.182675, 2.642642], [2.407816, 6.315787, -0.111926], [-0.360666, -0.255104, -0.303555], [0.963700, 2.932004, -0.982507], [-5.711481, -0.610268, 1.854455], [-3.424103, 0.644473, 0.837930], [-2.825727, 3.618466, 0.771519], [-4.794629, -2.438686, 1.236674], [-5.575592, 0.768991, 1.939260], [-3.146788, 1.121322, -2.153697], [-2.901361, 1.986432, -1.539631], [-2.007689, 1.456223, -0.020959], [2.809497, 7.204696, 1.209066], [2.972229, -2.615143, -1.949989], [1.669507, 2.845245, 1.166601], [2.120291, -0.010432, -1.158422], [1.772877, 2.249528, 2.067239], [-2.260263, 2.659566, -2.110941], [2.328058, -2.538975, 2.372360], [-1.843279, -2.751579, 1.889626], [-2.057429, -1.743050, 0.376205], [-1.278437, -3.655086, 1.660786], [-6.349286, 1.362464, 2.409250], [2.568881, 6.271807, -2.147374], [2.880101, 7.771357, -1.396185], [2.435064, 6.868136, -1.345525], [-1.781189, -3.624557, -1.087309], [-2.990863, -2.491226, -1.725892], [-2.820355, -3.030849, 2.283726], [1.935221, 4.905415, -0.026649], [-4.456734, 1.389750, 1.412321], [-2.625946, -2.985609, -0.827037], [1.094624, -2.281668, 0.057512], [1.352509, 4.254446, -1.111471], [2.042818, 4.179661, 1.147753], [2.434666, 4.657128, 2.035385], [-3.821318, 2.510423, -1.272279], [1.159772, 2.201407, 0.116222], [-4.387452, 2.467791, 1.466155], [1.152006, 4.775236, -2.038376], [-6.598062, -1.098932, 2.236951]], "forces_ev_per_a": [[0.002, -0.036, -0.050], [0.005, 0.008, 0.017], [-0.023, -0.115, -0.012], [0.002, -0.004, 0.001], [0.035, 0.005, -0.028], [0.011, 0.075, -0.057], [0.013, -0.107, 0.062], [0.032, -0.006, -0.002], [-0.061, 0.394, 0.314], [-0.651, -0.600, 0.423], [0.078, 0.043, -0.136], [0.018, -0.055, -0.018], [-0.034, 0.029, 0.023], [0.020, 0.045, 0.055], [0.014, -0.005, 0.084], [-0.039, 0.022, -0.007], [0.041, -0.012, -0.005], [0.015, 0.091, 0.140], [-0.187, 0.180, -0.344], [-0.064, -0.084, 0.051], [0.003, 0.514, -0.004], [-0.037, -0.221, 0.091], [0.823, 0.429, -0.943], [0.129, 0.038, 0.006], [-0.001, -0.040, -0.044], [-0.145, 0.319, -0.023], [-0.081, 0.049, -0.077], [-0.277, 0.453, 0.150], [0.070, 0.025, 0.027], [-0.010, 0.004, -0.030], [-0.117, 0.010, -0.021], [-0.075, 0.030, -0.010], [0.291, -0.255, -0.175], [0.019, 0.009, -0.013], [0.021, -0.006, -0.021], [0.022, -0.090, -0.007], [-0.118, -0.193, -0.208], [0.033, -0.033, -0.002], [-0.141, 0.069, 0.090], [0.172, -2.340, 0.426], [-0.140, 0.092, -0.072], [0.163, -0.002, 0.298], [0.041, -0.044, -0.013], [-0.010, 0.003, -0.057], [0.167, 1.367, 0.180], [-0.014, 0.002, -0.022], [-0.005, -0.076, -0.033], [-0.008, 0.015, -0.005]]}

=====

| no. | HOMO-LUMO gap (eV) |
| --- | --- |
| 1 | 10.3 |
| 2 | 9.3 |
| 3 | 10.4 |
| 4 | 5.4 |